No. 1
ORCA calculation (the ωB97M-V functional and the def2-TZVPD basis) on C25H15Cl5N5O9Tl as an isolated structure.

Last column: Löwdin charge in e.
Atoms and positions in Å:
Tl -0.2178 -0.7029 0.5302  1.08
O -2.1035 1.5648 3.5485  0.09
C -1.7046 0.6098 2.9222  -0.56
O -0.7970 0.7412 1.9795  -0.13
C -2.3094 -0.7568 3.2034  -0.03
C -3.4330 -0.7474 4.0178  0.08
C -4.0819 -1.9174 4.3593  -0.12
C -3.6441 -3.1456 3.9001  0.09
C -2.5492 -3.1537 3.0721  -0.06
C -1.8169 -1.9933 2.7189  -0.27
O -0.7285 -2.1492 2.0143  -0.14
N -2.1350 -4.4563 2.5400  -0.32
O -1.8398 -4.5388 1.3534  0.07
O -2.1530 -5.4018 3.2924  0.12
N -5.2668 -1.8676 5.2201  -0.36
O -5.8211 -2.9215 5.4700  0.07
O -5.6379 -0.7794 5.6090  0.09
H -3.7842 0.2030 4.3931  0.14
H -4.1518 -4.0594 4.1704  0.14
Cl 6.9713 0.6635 -0.5793  0.69
C 5.3317 0.1514 -0.6405  -0.73
C 4.6216 -0.0760 0.5337  -0.71
Cl 5.3832 0.1342 2.0553  0.72
C 3.2883 -0.4622 0.4737  -0.58
Cl 2.4089 -0.7671 1.9313  0.80
C 2.6110 -0.6088 -0.7439  -0.45
O 1.3514 -0.9797 -0.8535  -0.22
C 3.3485 -0.3684 -1.9144  -0.60
Cl 2.5347 -0.5456 -3.4242  0.76
C 4.6876 -0.0061 -1.8659  -0.71
Cl 5.5480 0.2794 -3.3274  0.71
C -2.9075 2.3930 -1.3782  -0.02
C -2.4212 1.3476 -0.6254  -0.09
N -1.3020 0.6968 -0.9746  0.01
C -0.6166 1.0920 -2.0415  -0.08
C -0.9935 2.1851 -2.8096  -0.19
C -2.1812 2.8196 -2.4837  0.01
C -0.1190 2.6596 -3.8992  -0.03
C 1.1803 2.9442 -3.8069  -0.03
C 2.0473 2.9469 -2.6114  -0.27
C 3.4151 3.1420 -2.7606  -0.01
C 4.1846 3.1562 -1.6097  -0.13
N 3.6602 2.9995 -0.3979  0.11
C 2.3416 2.8292 -0.3604  -0.17
N 1.5132 2.7901 -1.3946  0.15
H -3.8224 2.8855 -1.0827  0.12
H -2.9173 1.0219 0.2785  0.12
H 0.2820 0.5358 -2.2728  0.08
H -2.5215 3.6675 -3.0653  0.13
H -0.5906 2.7896 -4.8680  0.12
H 1.6855 3.2507 -4.7162  0.11
H 3.8641 3.2680 -3.7361  0.11
H 5.2610 3.2828 -1.6612  0.11
H 1.8936 2.7074 0.6217  0.12
C -0.6574 -3.2811 -1.7310  -0.08
O -1.2029 -2.5475 -0.6281  -0.19
H -1.4572 -3.7933 -2.2656  0.09
H 0.0806 -4.0054 -1.3865  0.10
H -0.1679 -2.5687 -2.3900  0.08
H -1.4416 -3.1571 0.0973  0.05

Results
energy relative to the best compared isomer or geometry (same formula, charge and spin) = 0.7 kcal/mol

No. 2
ORCA calculation (the ωB97M-V functional and the def2-TZVPD basis) on C27H45BrCrN2O2P2 as an isolated structure at a distorted geometry.

Last column: Mulliken spin population.
Atoms and positions in Å:
N -6.8490 5.0256 -6.0923  0.01
C -6.6567 5.4328 -4.8518  0.00
C -5.7390 4.7976 -4.0010  0.01
C -5.0165 3.6686 -4.4390  0.00
C -5.2713 3.2385 -5.7940  0.01
C -6.2098 3.9637 -6.5649  0.00
C -4.0619 3.0135 -3.5732  0.03
Cr -1.1560 0.0132 -0.6751  3.86
P 4.7004 -0.5906 -0.7369  0.00
C -3.3042 1.9440 -3.9292  0.00
C -2.1303 1.5648 -3.1848  -0.01
C -0.9980 1.0599 -3.8370  0.02
C 0.2704 1.1040 -3.2676  0.04
C 0.3703 1.6023 -1.9767  -0.01
C -0.7766 2.0917 -1.2599  0.00
C -2.0643 1.8529 -1.8165  0.00
Br 2.1568 1.8869 -1.2836  0.01
H -3.9765 3.5422 -2.6150  0.00
H -3.4837 1.4162 -4.8851  0.00
H -5.5670 5.2202 -3.0017  0.00
H -4.7048 2.4030 -6.1914  0.00
H -7.2154 6.2992 -4.4855  0.00
H -6.4290 3.7003 -7.5940  0.00
H -1.1778 0.7108 -4.8445  0.00
H -2.9737 2.1624 -1.3131  0.04
H 1.1780 0.8284 -3.8203  0.00
H -0.7429 2.7230 -0.3688  0.02
P -0.6904 -2.2735 -1.3005  -0.02
C 5.0761 1.1728 -0.6816  0.00
C 6.4457 1.6107 -1.1412  0.00
H 4.9220 1.5570 0.3615  0.00
H 4.3662 1.6297 -1.4125  0.00
H 6.4850 2.6834 -1.0175  0.00
H 7.2150 1.1431 -0.5339  0.00
H 6.5957 1.3969 -2.1947  0.00
C 3.9578 -0.9670 -2.3483  0.00
C 4.7906 -1.9664 -3.1621  0.00
H 3.8018 -0.0156 -2.8882  0.00
H 2.9827 -1.4273 -2.0783  0.00
H 4.3574 -2.0394 -4.1658  0.00
H 5.8399 -1.6597 -3.2231  0.00
H 4.7750 -2.9667 -2.7024  0.00
C 3.5511 -1.0954 0.5788  0.00
C 4.2991 -1.7574 1.7490  0.00
H 2.8583 -1.8312 0.1299  0.00
H 3.0092 -0.1982 0.8959  0.00
H 3.6211 -2.4562 2.2395  0.00
H 5.1815 -2.2977 1.3609  0.00
H 4.6726 -1.0424 2.4897  0.00
C -0.4733 -3.5783 -0.0861  -0.01
C -1.6067 -4.5919 -0.0734  0.00
H -0.3733 -3.0856 0.8989  0.00
H 0.4939 -4.0487 -0.3402  0.00
H -2.4351 -4.2418 0.5546  0.00
H -1.9908 -4.7909 -1.0801  0.00
H -1.2419 -5.5304 0.3591  0.00
C 0.5222 -2.5083 -2.6049  -0.06
C 0.0012 -2.3472 -4.0208  0.00
H 0.9805 -3.4871 -2.4107  0.00
H 1.2669 -1.7265 -2.4147  0.01
H -0.9833 -2.8014 -4.1577  0.00
H -0.0733 -1.2909 -4.2984  0.00
H 0.7097 -2.8123 -4.7334  0.00
C -2.3370 -2.0148 -2.0391  0.01
C -3.4509 -1.6458 -1.0343  0.03
H -2.5272 -2.9424 -2.5601  0.01
H -2.2690 -1.1982 -2.7738  -0.04
H -3.6167 -0.5494 -0.9289  -0.01
H -4.3745 -2.0916 -1.4123  0.01
H -3.2831 -2.0347 -0.0189  0.00
N -1.4955 1.7148 3.6097  0.00
C -1.8888 0.2940 3.5033  -0.01
C -1.3850 -0.1214 2.1506  0.02
O -1.6849 -1.2380 1.6954  0.01
O -0.7516 0.7763 1.4917  0.02
H -0.8101 1.8022 4.3800  0.00
H -2.2902 2.2770 3.8563  0.00
H -1.0555 1.9922 2.6832  0.00
H -1.4250 -0.2970 4.3044  0.00
H -2.9643 0.1856 3.5381  0.00

Results
energy = -152829.0191 eV
2S+1 = 5
charge = +2
⟨S²⟩ = 6.087

Number 1 is which compound? C25H15Cl5N5O9Tl